This record from the OMol25 dataset describes C22H37FGaNO11P as an isolated structure. The level of theory is the ωB97M-V functional and the def2-TZVPD basis.

```
74
Properties=species:S:1:pos:R:3:forces:R:3:mulliken_charge:R:1
C 4.60967 -2.02343 4.99638 -0.5 3.4 -1.9 -0.59
C 4.51923 -0.70450 4.25048 1.2 -4.2 3.0 -0.26
Ga 2.68895 0.26601 4.36221 0.7 1.2 -0.1 0.05
F 2.65374 1.61908 5.70790 0.0 -0.9 -0.7 -0.58
P 1.05504 -1.39337 4.61378 -0.8 -1.2 1.4 0.06
N 1.36811 -2.53026 3.22906 0.0 1.9 -1.0 -0.76
O -0.56612 -0.71498 4.43428 0.1 -1.7 0.8 -0.50
H 3.88482 -2.17108 5.93075 1.4 0.0 -2.6 0.22
H 5.30060 -2.91488 4.66733 -1.0 2.0 1.0 0.21
H 5.46075 -0.34747 3.64715 -2.0 -1.2 0.6 0.26
H 2.42777 0.97901 2.95628 0.1 0.3 -0.1 -0.13
H 2.41608 -2.47153 3.05940 -1.5 0.0 0.3 0.32
H 0.96327 -2.01987 2.39441 0.8 -0.8 0.8 0.34
H -1.15095 -1.24602 5.07982 1.7 1.2 -1.6 0.33
O 1.69254 -0.92024 0.28787 -0.2 1.2 -1.3 -0.62
C 2.01073 0.07651 -0.33936 0.0 -1.5 1.0 0.53
O 1.36256 0.52370 -1.45475 -0.1 -0.7 0.5 -0.25
C 2.06693 1.64402 -1.98814 -0.1 0.6 -0.4 -0.39
C 2.86933 2.19370 -0.83795 0.4 0.5 -0.3 -0.45
C 3.18421 0.95744 -0.03426 0.0 0.5 0.2 0.08
H 2.70212 1.29808 -2.81035 0.0 -0.1 0.0 0.23
H 1.35384 2.37753 -2.37554 -0.1 -0.4 0.0 0.29
H 3.75717 2.74583 -1.15742 -0.5 -0.4 0.0 0.51
H 2.24629 2.87086 -0.24105 0.1 -0.1 -0.1 0.05
H 4.09836 0.46810 -0.38168 0.0 -0.1 0.1 0.29
H 3.24450 1.17797 1.03398 0.1 -0.4 -0.1 -0.13
O -1.14107 2.29085 -1.47398 -1.6 -0.7 0.7 -0.62
C -1.87507 1.45029 -0.98113 1.4 1.2 -0.5 0.50
O -3.10292 1.71817 -0.44745 0.6 0.5 -0.5 -0.38
C -3.63103 0.52681 0.13353 -0.6 -0.3 0.4 -0.64
C -2.90589 -0.60362 -0.54855 -0.1 -0.8 0.1 0.22
C -1.55080 -0.00503 -0.82934 -0.3 -0.4 -0.2 -0.22
H -3.44264 0.55087 1.21200 0.0 0.0 -0.1 0.30
H -4.71061 0.48071 -0.03678 0.2 0.3 0.0 0.36
H -2.86538 -1.51486 0.05407 -0.1 0.4 -0.2 -0.05
H -3.40360 -0.84592 -1.49543 0.0 -0.1 0.2 0.02
H -0.86680 -0.13272 0.01426 0.1 0.0 -0.2 0.19
H -1.11560 -0.40973 -1.74598 0.3 0.2 0.4 0.30
O 4.62983 4.21056 -0.33897 -0.1 1.4 1.9 -0.66
C 4.09434 4.91837 0.49794 0.7 -1.3 -1.0 0.56
O 3.89842 4.55733 1.80003 0.5 -0.1 -1.1 -0.27
C 3.14998 5.57649 2.46104 -0.4 0.1 0.8 -0.42
C 3.36662 6.82280 1.64330 -0.1 0.9 0.2 -0.48
C 3.51771 6.27847 0.24535 0.1 0.5 0.0 -0.46
H 2.09761 5.27495 2.48841 0.1 0.0 0.0 0.28
H 3.51202 5.69339 3.48666 0.0 -0.3 -0.2 0.28
H 2.55684 7.55024 1.74449 0.1 -0.1 0.1 0.31
H 4.29989 7.31041 1.95032 -0.2 -0.1 0.0 0.28
H 2.55179 6.16978 -0.25563 0.1 0.0 -0.1 0.24
H 4.19760 6.89025 -0.35207 -0.2 -0.3 -0.2 0.31
O -5.25422 -3.76794 -1.34997 1.5 -0.2 1.3 -0.61
C -4.45340 -4.23362 -0.55623 -1.2 0.7 -1.6 0.42
O -3.32393 -3.59178 -0.13608 -1.0 -0.3 -0.5 -0.22
C -2.57048 -4.46878 0.69996 0.8 -0.1 0.5 -0.40
C -3.56140 -5.48338 1.20749 0.0 -0.6 0.7 -0.55
C -4.53438 -5.59682 0.06126 -0.2 -0.2 0.5 -0.36
H -1.77675 -4.92672 0.10043 -0.1 0.1 0.0 0.25
H -2.11507 -3.89977 1.51572 0.0 0.1 -0.3 0.32
H -3.09961 -6.43456 1.48524 0.0 0.2 0.0 0.33
H -4.07841 -5.08768 2.09018 0.1 -0.1 -0.1 0.27
H -4.21358 -6.34128 -0.67267 -0.2 0.1 0.0 0.25
H -5.54611 -5.81064 0.41353 0.1 0.0 -0.4 0.27
O -4.45589 -1.82677 -7.16694 1.5 -0.2 1.3 -0.60
C -3.63979 -1.67796 -6.27251 -1.6 -0.4 -1.4 0.45
O -2.82728 -2.66791 -5.79922 -0.6 0.3 -0.7 -0.38
C -2.08356 -2.17173 -4.68726 0.5 -0.2 0.6 -0.17
C -2.08260 -0.67382 -4.84592 0.5 0.7 0.4 -0.14
C -3.41280 -0.41068 -5.50527 0.4 0.4 0.0 -0.39
H -2.57923 -2.49173 -3.76472 0.0 0.0 -0.1 0.07
H -1.07083 -2.58477 -4.70716 -0.3 -0.1 -0.1 0.33
H -1.94971 -0.14088 -3.90069 0.1 -0.1 -0.1 -0.05
H -1.27225 -0.37277 -5.52100 -0.1 0.0 0.2 0.31
H -4.21396 -0.28904 -4.77099 0.0 0.0 -0.2 0.26
H -3.36548 0.45195 -6.17388 -0.4 -0.2 0.1 0.30
```
Forces are in eV/Å.

Calculated values
Total energy ... -4108.94048 a.u.
HOMO level ... -3.507 eV
Frontier orbital gap ... 5.642 eV
Charge ... -1
Maximum force ... 5.31 eV/A
LUMO energy ... 2.14 eV